Entry 1:
{
  "formula": "C43H39BrN5O4RuS3",
  "method": "ωB97M-V/def2-TZVPD",
  "species": ["Ru", "Br", "S", "S", "S", "O", "O", "O", "O", "N", "N", "N", "N", "N", "C", "C", "C", "C", "C", "C", "C", "C", "C", "C", "C", "C", "C", "C", "C", "C", "C", "C", "C", "C", "C", "C", "C", "C", "C", "C", "C", "C", "C", "C", "C", "C", "C", "C", "C", "C", "C", "C", "C", "C", "C", "C", "C", "H", "H", "H", "H", "H", "H", "H", "H", "H", "H", "H", "H", "H", "H", "H", "H", "H", "H", "H", "H", "H", "H", "H", "H", "H", "H", "H", "H", "H", "H", "H", "H", "H", "H", "H", "H", "H", "H", "H"],
  "coordinates": [[-0.6607, -0.2050, -0.6588], [2.6563, 1.4485, 0.1276], [0.2300, -0.6296, -3.0355], [-0.1824, 3.1765, 7.8768], [0.7201, 2.3475, -3.9256], [0.9045, 5.3839, 8.6360], [-4.4967, 1.1932, -5.0504], [-3.6346, -3.4830, -0.4926], [-1.6071, -1.8633, -0.3282], [0.5780, -2.6925, -0.4268], [0.9518, -1.4033, -0.0190], [-5.2367, -0.9006, -4.5915], [0.0525, 1.4790, -1.6077], [-2.5365, 0.5127, -1.1908], [-0.2598, 3.5756, -0.3275], [-0.8232, -2.9733, -0.0334], [-4.8028, 0.8363, -0.5168], [-0.3177, 2.5190, 6.2332], [-0.6480, 0.9287, 2.3265], [2.4257, -3.1086, 4.4229], [0.4117, 3.5114, -2.6593], [-0.4828, -5.2040, -1.2158], [-1.4936, 2.6868, 5.5088], [0.3517, 1.0612, -2.8172], [-0.5462, 1.4623, 3.6530], [-1.3371, -4.2132, -0.7448], [-1.6051, 2.1684, 4.2296], [3.4718, -1.2847, 3.2294], [-2.9503, 0.4199, -2.4608], [2.0324, -1.3208, 0.6507], [-2.3324, -6.5405, -1.9335], [3.4147, -0.1492, 2.2877], [-0.9627, -6.3626, -1.8060], [2.3444, -2.0543, 3.5243], [0.1721, 5.6108, -1.5662], [-7.0200, -0.3649, -6.2334], [-6.6113, -2.5554, -3.3395], [-4.6724, 0.2854, -4.2547], [0.4805, 4.8979, -2.7114], [4.7539, -2.6304, 4.7705], [-2.7195, -4.3989, -0.9007], [3.6313, -3.4024, 5.0422], [-5.2337, 0.6660, -1.8206], [-5.6864, -1.0501, -5.9752], [-3.2037, -5.5634, -1.4873], [4.6724, -1.5744, 3.8787], [-4.2873, 0.4592, -2.8104], [0.6287, 1.2932, 4.3928], [1.0106, 5.1974, 6.2551], [2.7062, -0.1229, 1.1551], [0.7391, 1.8083, 5.6716], [-3.4536, 0.7329, -0.2373], [0.6532, 4.7508, 7.6473], [-5.2214, -2.0948, -3.7492], [0.0456, 2.8551, -1.4783], [-0.7371, 0.5079, 1.1873], [-0.1946, 4.9551, -0.3874], [-4.7131, -2.8887, -4.3042], [1.8571, 4.6103, 5.8951], [0.7617, 5.4082, -3.6229], [-6.5351, -3.4290, -2.6915], [-7.8014, -0.7735, -5.5911], [-7.3224, -0.5037, -7.2721], [1.5415, -3.6908, 4.6474], [-0.5292, 3.0442, 0.5763], [-6.9337, 0.7044, -6.0447], [0.5886, -5.0688, -1.1374], [-2.7249, -7.4402, -2.3898], [-4.2758, -5.6761, -1.5865], [-4.9219, -0.6315, -6.6306], [0.2151, 6.6917, -1.5865], [-0.8560, -3.1358, 1.0598], [-4.6149, -1.9090, -2.8663], [1.1953, -3.3786, 0.0011], [1.3923, -1.8061, 3.0698], [-5.4989, 1.0178, 0.2896], [-6.2873, 0.6942, -2.0703], [0.1892, 5.0469, 5.5574], [-7.1366, -1.7695, -2.7943], [1.4564, 0.7563, 3.9506], [-0.4279, 5.5385, 0.4937], [3.9893, 0.7317, 2.5497], [-3.0759, 0.8047, 0.7722], [-2.3178, 3.2312, 5.9513], [2.5269, -2.2503, 0.9316], [-5.7554, -2.1197, -6.1770], [-7.2145, -2.8267, -4.2074], [5.6939, -2.8500, 5.2594], [-2.1875, 0.2523, -3.2091], [3.6949, -4.2224, 5.7452], [-3.1441, -2.6489, -0.3313], [1.6485, 1.6643, 6.2415], [-2.5177, 2.3044, 3.6642], [1.2920, 6.2465, 6.3004], [-0.2733, -7.1145, -2.1652], [5.5475, -0.9701, 3.6719]],
  "atomic_forces_ev_per_a": [[0.1, -0.4, 0.2], [0.1, 0.1, 0.0], [0.0, 0.1, 0.0], [0.0, 0.0, 0.0], [0.0, 0.0, 0.0], [0.0, 0.0, 0.0], [0.0, 0.0, 0.0], [0.0, 0.1, 0.0], [0.2, -0.3, 0.1], [-0.1, 0.0, 0.1], [-0.1, -0.1, -0.2], [0.1, 0.0, 0.0], [0.2, 0.4, -0.2], [-0.4, 0.0, 0.0], [0.0, 0.0, 0.0], [0.0, 0.1, -0.1], [0.0, 0.0, 0.0], [0.0, 0.0, 0.0], [-0.1, 0.0, 0.0], [0.0, 0.0, 0.0], [0.0, 0.0, 0.0], [0.0, 0.0, 0.0], [0.0, 0.0, 0.0], [0.0, 0.0, 0.3], [0.1, 0.0, 0.0], [0.0, 0.0, 0.0], [0.0, 0.0, 0.0], [-0.1, 0.1, -0.1], [0.0, 0.0, 0.1], [0.0, 0.1, 0.1], [0.0, 0.0, 0.0], [0.0, -0.1, 0.1], [0.0, 0.0, 0.0], [0.0, 0.0, 0.0], [0.0, 0.0, 0.0], [0.0, 0.0, 0.0], [0.0, 0.0, 0.0], [0.0, -0.1, 0.0], [0.0, 0.0, 0.0], [0.0, 0.0, 0.0], [0.0, 0.0, 0.0], [0.0, 0.0, 0.0], [0.0, 0.0, 0.0], [0.0, 0.0, 0.0], [0.0, 0.0, 0.0], [0.0, 0.0, 0.0], [0.0, 0.0, 0.0], [0.0, 0.0, 0.0], [0.0, 0.0, 0.0], [-0.1, -0.1, -0.1], [0.0, 0.0, 0.0], [0.0, 0.0, 0.0], [0.0, 0.0, 0.0], [0.0, 0.0, 0.0], [0.1, 0.0, -0.1], [0.1, 0.2, 0.0], [0.0, 0.0, 0.0], [0.0, 0.0, 0.0], [0.0, 0.0, 0.0], [0.0, 0.0, 0.0], [0.0, 0.0, 0.0], [0.0, 0.0, 0.0], [0.0, 0.0, 0.0], [0.0, 0.0, 0.0], [0.0, 0.0, 0.0], [0.0, 0.0, 0.0], [0.0, 0.0, 0.0], [0.0, 0.0, 0.0], [0.0, 0.0, 0.0], [0.0, 0.0, 0.0], [0.0, 0.0, 0.0], [0.0, 0.0, 0.0], [0.0, 0.0, 0.0], [0.0, 0.0, 0.0], [0.0, 0.0, 0.0], [0.0, 0.0, 0.0], [0.0, 0.0, 0.0], [0.0, 0.0, 0.0], [0.0, 0.0, 0.0], [0.0, 0.0, 0.0], [0.0, 0.0, 0.0], [0.0, 0.0, 0.0], [0.0, 0.0, 0.0], [0.0, 0.0, 0.0], [0.0, 0.0, 0.0], [0.0, 0.0, 0.0], [0.0, 0.0, 0.0], [0.0, 0.0, 0.0], [0.0, 0.0, 0.0], [0.0, 0.0, 0.0], [0.0, 0.0, 0.0], [0.0, 0.0, 0.0], [0.0, 0.0, 0.0], [0.0, 0.0, 0.0], [0.0, 0.0, 0.0], [0.0, 0.0, 0.0]],
  "relative_energy_kj_mol": 0.0,
  "spin_multiplicity": 2,
  "energy_ha": -6100.18922,
  "orbital_gap_ev": [7.389, 6.945],
  "total_charge": 0
}

Entry 2:
{
  "formula": "C5H8O",
  "method": "ωB97M-V/def2-TZVPD",
  "species": ["O", "C", "C", "C", "C", "C", "H", "H", "H", "H", "H", "H", "H", "H"],
  "coordinates": [[2.3179, -0.7259, -2.1694], [0.2996, 0.3304, 0.5916], [1.3049, -0.5979, -1.5353], [-2.1226, 0.8571, 0.7665], [-1.1563, 0.1719, 0.2035], [1.2420, -0.6793, -0.0333], [-1.3385, -0.6026, -0.5394], [0.6073, 1.3310, 0.2780], [-3.1967, 0.7903, 0.6468], [0.3306, -0.3834, -2.0099], [2.2329, -0.6795, 0.4113], [-1.8160, 1.5813, 1.5237], [0.4273, 0.2913, 1.6691], [0.8676, -1.6848, 0.1969]],
  "atomic_forces_ev_per_a": [[-0.2, 0.0, -0.2], [0.0, 0.6, -0.3], [0.4, 0.2, 0.6], [-0.2, 0.9, 1.0], [0.5, -1.0, -0.3], [-0.3, -0.8, 0.0], [-0.3, 0.1, 0.0], [0.1, 0.1, 0.1], [0.2, -0.3, -0.5], [0.0, 0.0, -0.3], [0.2, 0.3, -0.2], [-0.2, 0.0, -0.1], [-0.2, 0.0, 0.2], [-0.2, -0.1, -0.1]],
  "smiles": "C=CCCC=O",
  "relative_energy_kj_mol": 130.6,
  "energy_ha": -270.50815,
  "orbital_gap_ev": 10.707,
  "total_charge": 0
}

Entry 3:
{
  "formula": "C3H4FN",
  "method": "ωB97M-V/def2-TZVPD",
  "species": ["F", "N", "C", "C", "C", "H", "H", "H", "H"],
  "coordinates": [[-2.8666, 0.4859, 0.0459], [0.9822, -0.8116, 0.1306], [1.8710, 0.0401, 0.0322], [-1.6370, 0.0380, 0.3907], [-0.7538, -0.2759, -0.5133], [2.8531, -0.2918, 0.3656], [-0.7318, -0.1959, -1.5747], [1.8088, 1.0616, -0.3364], [-1.5258, -0.0503, 1.4595]],
  "atomic_forces_ev_per_a": [[0.1, -0.1, 0.0], [-5.0, -0.5, -1.0], [0.9, 1.1, -0.2], [-0.4, 0.0, 0.1], [4.6, -0.6, 1.5], [0.2, 0.1, 0.1], [-0.2, -0.1, -0.4], [-0.2, 0.1, -0.1], [0.1, 0.0, 0.1]],
  "relative_energy_kj_mol": 269.1,
  "energy_ha": -271.20069,
  "orbital_gap_ev": 10.642,
  "total_charge": 0
}

Entry 4:
{
  "formula": "C5H10O",
  "method": "ωB97M-V/def2-TZVPD",
  "species": ["O", "C", "C", "C", "C", "C", "H", "H", "H", "H", "H", "H", "H", "H", "H", "H"],
  "coordinates": [[-0.8009, 0.7414, -2.1736], [-0.5093, -0.5234, -1.7529], [0.9780, 0.1349, 0.9673], [0.4042, 1.5250, 1.1344], [0.9085, -0.7434, -0.2846], [0.1467, -1.1217, 0.8713], [1.0029, 2.2882, 0.6258], [0.1773, 1.7794, 2.1791], [-1.9589, 1.0368, -1.3026], [0.1354, -2.0535, 1.3787], [-0.5862, 1.6270, 0.7291], [-1.4045, -1.1047, -1.4329], [-2.0177, -1.3706, 0.8909], [-0.1258, -1.0635, -2.6155], [1.7613, -1.2267, -0.7919], [1.8889, 0.0748, 1.5773]],
  "atomic_forces_ev_per_a": [[-4.7, 1.0, 3.9], [0.9, -0.6, 0.9], [-0.7, -0.2, 0.0], [-0.7, 0.2, -0.2], [-2.6, 0.6, -2.1], [-0.2, -0.1, -0.2], [0.1, -0.1, 0.4], [0.8, -0.1, 0.0], [4.6, -0.7, -3.3], [0.2, -0.3, 0.6], [-0.5, -0.3, -0.7], [0.9, 0.4, 0.6], [1.8, 0.6, -0.2], [0.9, 0.0, 0.1], [-0.7, 0.0, 0.6], [-0.1, -0.5, -0.3]],
  "relative_energy_kj_mol": 977.0,
  "energy_ha": -271.38048,
  "orbital_gap_ev": [7.284, 8.279],
  "total_charge": 0
}